# 1
Density functional theory data (ωB97M-V/def2-TZVPD) for a molecular structure, C14H30F6N5O2PReSSb at a distorted geometry.

Output
Net charge: +4
2S+1: 3
Energy relative to the best compared isomer or geometry (same formula, charge and spin): 0.262 eV
DFT total energy: -2631.41897 Eh

XYZ file:
```
61
Properties=species:S:1:pos:R:3:forces:R:3
Re 0.793 -0.649 0.404 1.54 0.42 0.70
C 3.410 -3.180 2.276 -0.14 -0.09 -0.12
S 3.772 -1.458 1.997 0.43 -0.17 -0.03
C 3.967 -0.877 3.660 -0.15 0.12 0.05
O 2.381 -0.798 1.566 -0.83 0.05 -0.32
H 4.123 -3.529 3.025 0.05 0.00 -0.03
H 3.562 -3.724 1.346 -0.04 -0.01 -0.01
H 2.392 -3.288 2.648 0.03 0.00 0.08
H 4.885 -1.342 4.031 0.02 0.01 -0.01
H 3.108 -1.172 4.260 0.03 0.00 0.05
H 4.098 0.203 3.626 0.02 0.00 0.03
C -4.166 -1.153 -2.105 0.12 -0.02 0.24
N -3.722 0.204 -1.809 -0.25 0.16 -0.14
C -4.417 0.653 -0.604 0.09 -0.05 0.00
N -4.118 -0.251 0.523 0.16 0.06 -0.22
C -4.603 -1.610 0.289 0.04 -0.12 -0.07
N -3.840 -1.975 -0.913 0.03 0.12 -0.06
C -2.445 -2.281 -0.753 0.11 0.05 0.07
P -1.584 -0.648 -0.357 -0.62 0.09 -0.04
C -2.297 0.383 -1.784 0.16 -0.24 0.23
C -2.764 -0.142 1.011 0.04 -0.09 -0.05
H -3.665 -1.554 -2.983 0.04 -0.06 0.02
H -5.242 -1.170 -2.264 -0.05 0.02 0.01
H -5.490 0.650 -0.782 -0.05 -0.01 -0.01
H -4.108 1.665 -0.347 -0.01 0.02 0.06
H -5.669 -1.614 0.077 -0.04 0.04 -0.03
H -4.383 -2.275 1.121 0.05 0.00 0.02
H -2.029 -2.663 -1.684 -0.02 -0.07 -0.06
H -2.264 -3.004 0.043 -0.04 -0.01 0.06
H -1.844 0.048 -2.718 0.01 0.00 -0.02
H -2.039 1.430 -1.627 -0.03 0.05 -0.01
H -2.547 0.893 1.281 -0.08 0.03 0.05
H -2.609 -0.772 1.888 -0.01 -0.03 0.02
C 0.546 2.939 1.922 0.01 0.05 -0.02
N 1.141 3.248 0.612 -0.12 0.19 0.29
C 1.408 4.697 0.371 0.02 0.06 0.00
C 1.580 4.973 -1.107 -0.04 -0.10 0.00
C 2.578 4.002 -1.702 0.04 0.06 0.00
N 2.195 2.600 -1.368 0.13 -0.07 -0.33
C 2.618 1.580 -2.352 -0.02 0.14 0.04
C 1.520 2.371 -0.277 0.13 -0.48 -0.12
O 1.185 1.041 -0.031 -0.41 0.51 -0.29
H -0.494 3.264 1.944 -0.01 0.00 -0.03
H 1.092 3.496 2.682 0.02 0.02 -0.02
H 0.618 1.884 2.166 0.01 -0.02 -0.03
H 2.294 4.974 0.945 0.03 -0.05 0.01
H 0.562 5.244 0.782 -0.04 -0.02 0.02
H 1.941 5.991 -1.241 0.00 0.01 -0.01
H 0.623 4.899 -1.626 0.00 0.00 0.00
H 3.591 4.174 -1.335 0.02 -0.04 0.04
H 2.602 4.069 -2.787 -0.02 -0.02 -0.03
H 2.011 1.662 -3.252 -0.04 0.02 0.00
H 2.560 0.576 -1.950 -0.01 -0.04 0.06
H 3.655 1.783 -2.614 0.02 0.02 0.02
F 0.454 -2.341 0.843 -0.35 -0.53 0.03
Sb 0.546 -5.505 -0.833 -0.15 0.69 -0.14
F -0.106 -3.830 -1.396 0.06 0.43 -0.12
F -0.397 -5.134 0.726 -0.36 -0.08 0.35
F -0.689 -6.685 -1.436 -0.20 -0.65 -0.19
F 2.036 -5.511 0.242 0.57 -0.09 0.44
F 1.682 -5.459 -2.270 0.12 -0.29 -0.44
```
Positions in Å, forces in eV/Å.

# 2
Density functional theory data (ωB97M-V/def2-TZVPD) for a molecular structure, C36H46ClF9O2P4Pd at a distorted geometry.

Output
Net charge: +2
2S+1: 5
DFT total energy: -4401.41072 Eh

XYZ file:
```
99
Properties=species:S:1:pos:R:3:forces:R:3
P 1.699 1.113 -6.311 -0.06 -0.30 0.62
C 3.301 1.321 -5.611 0.94 -0.38 0.06
C 4.390 0.819 -6.383 -0.74 0.44 0.15
H 4.182 0.046 -7.124 0.20 0.42 -0.13
C 5.653 1.349 -6.193 0.23 -0.02 0.35
H 6.470 1.072 -6.853 -0.12 -0.08 0.16
C 5.878 2.255 -5.148 -0.35 -0.08 -0.07
H 6.868 2.691 -5.016 -0.27 -0.13 0.00
C 4.844 2.586 -4.264 0.00 -0.02 0.18
H 5.047 3.235 -3.409 -0.07 -0.27 -0.26
C 3.546 2.122 -4.481 0.15 0.18 -0.50
H 2.728 2.363 -3.804 0.22 0.24 -0.17
C 0.957 -0.469 -6.029 -0.57 -0.55 -0.20
C 1.716 -1.515 -5.457 0.06 0.11 -0.16
H 2.641 -1.280 -4.926 -0.22 -0.09 -0.20
C 1.307 -2.838 -5.605 0.01 -0.19 0.11
H 1.903 -3.644 -5.168 -0.15 0.34 -0.18
C 0.154 -3.156 -6.332 0.11 0.29 0.11
H -0.116 -4.202 -6.513 0.10 0.44 0.11
C -0.647 -2.122 -6.832 -0.19 -0.12 0.11
H -1.560 -2.374 -7.376 0.27 0.19 0.17
C -0.279 -0.794 -6.658 0.43 0.13 -0.14
H -0.901 0.005 -7.071 0.21 -0.23 0.00
C 0.616 2.515 -6.289 -0.29 0.63 -0.20
C 0.788 3.483 -7.315 -0.01 -0.72 0.43
H 1.699 3.436 -7.909 -0.34 0.10 -0.15
C -0.203 4.426 -7.539 -0.06 0.22 0.16
H -0.121 5.127 -8.362 0.11 -0.07 0.10
C -1.318 4.491 -6.699 0.29 -0.31 0.02
H -2.094 5.232 -6.885 0.19 -0.18 0.08
C -1.424 3.612 -5.619 -0.08 -0.05 0.18
H -2.272 3.699 -4.941 0.18 -0.02 -0.11
C -0.473 2.616 -5.407 0.06 0.05 -0.39
H -0.534 1.928 -4.560 -0.19 0.16 -0.25
Pd 0.145 0.003 -0.083 -0.54 -0.87 1.18
C -1.430 -1.254 -0.564 -0.76 -0.31 -0.26
C -1.888 -1.495 -1.801 -0.03 0.40 -0.09
H -1.912 -1.777 0.280 0.44 0.29 -0.29
C -1.269 -0.779 -3.032 -0.05 -0.51 -1.15
O -2.309 -0.541 -4.000 0.00 -0.41 0.04
H -1.968 -0.050 -4.761 0.13 -0.20 0.23
C -0.593 0.489 -2.755 -0.85 -1.30 1.19
H -0.469 -1.437 -3.463 -0.64 0.04 0.06
C -0.130 1.017 -1.654 0.89 2.02 -2.17
Cl 2.176 1.434 -0.175 0.65 0.60 0.08
P -1.097 2.070 0.229 -0.83 1.22 0.90
P 1.912 -1.504 0.110 1.39 -0.59 1.11
C -0.259 2.933 1.564 0.41 0.20 0.22
H 0.737 3.218 1.210 -0.20 0.00 0.08
H -0.139 2.276 2.434 -0.12 -0.03 -0.33
H -0.820 3.830 1.847 -0.08 -0.11 -0.10
C -1.525 3.284 -1.036 -0.14 0.39 -0.12
H -2.182 2.790 -1.763 0.09 0.22 0.16
H -0.615 3.607 -1.551 -0.23 0.15 0.15
H -2.022 4.159 -0.597 0.06 -0.21 -0.06
C -2.665 1.419 0.820 -0.29 -0.31 -0.11
H -2.487 0.647 1.573 0.08 0.18 -0.08
H -3.211 0.982 -0.021 0.06 0.07 0.03
H -3.270 2.222 1.252 0.13 0.00 0.01
C 2.706 -1.167 1.691 0.21 0.08 0.12
H 2.015 -1.422 2.505 0.25 0.10 -0.35
H 2.920 -0.091 1.730 0.01 -0.39 0.10
H 3.636 -1.737 1.783 -0.08 0.00 0.03
C 1.168 -3.144 0.241 -0.14 -0.18 -0.21
H 0.466 -3.266 -0.592 0.14 -0.16 0.15
H 0.619 -3.209 1.189 0.13 0.03 -0.21
H 1.941 -3.919 0.196 -0.12 0.05 0.06
C 3.158 -1.542 -1.208 -0.03 0.05 -0.19
H 3.580 -0.534 -1.313 -0.12 -0.36 0.06
H 2.678 -1.836 -2.153 0.16 0.04 0.22
H 3.949 -2.262 -0.953 -0.24 0.14 -0.06
P -3.303 -2.616 -2.108 1.43 1.09 0.11
C -3.638 -3.448 -0.572 -0.32 -0.46 0.22
C -2.835 -3.781 -3.382 -0.15 -0.41 -0.17
H -3.589 -2.753 0.274 -0.11 -0.15 -0.25
H -2.912 -4.258 -0.418 -0.21 0.23 0.00
H -4.652 -3.866 -0.615 0.22 -0.03 0.05
H -2.400 -3.266 -4.245 -0.15 0.04 0.20
H -3.730 -4.325 -3.701 0.15 -0.01 -0.04
H -2.112 -4.501 -2.986 -0.08 0.14 -0.02
C -4.697 -1.647 -2.652 -0.37 0.06 -0.13
H -5.224 -1.233 -1.787 0.06 -0.06 -0.11
H -5.374 -2.288 -3.226 -0.02 0.16 0.11
H -4.314 -0.839 -3.285 -0.23 -0.27 0.17
H 0.424 1.958 -1.854 -0.02 -0.73 0.69
F -2.351 1.197 3.858 0.22 -0.78 0.17
C -1.969 -0.023 4.327 -0.19 0.13 0.76
F -2.106 0.012 5.687 0.04 -0.02 -1.52
F -2.868 -0.929 3.847 0.53 0.61 0.16
C -0.483 -0.377 3.840 -0.19 -0.46 1.70
O -0.264 -0.117 2.584 0.03 0.36 -1.64
C 0.487 0.456 4.819 0.25 -0.07 0.65
F 0.572 -0.078 6.076 -0.04 0.57 -1.27
F 1.743 0.508 4.315 -0.85 -0.07 0.23
F 0.061 1.746 4.953 0.31 -0.96 -0.22
C -0.284 -1.928 4.197 -0.03 -0.22 0.76
F -0.854 -2.304 5.378 0.57 0.24 -1.29
F -0.825 -2.703 3.217 0.34 0.38 0.45
F 1.041 -2.261 4.272 -0.99 0.26 -0.17
```
Positions in Å, forces in eV/Å.

# 3
Density functional theory data (ωB97M-V/def2-TZVPD) for 12 unconnected molecules or ions with the total composition C28H64O28 at a distorted geometry.

Output
Energy relative to the best compared isomer or geometry (same formula, charge and spin): 0.253 eV
Structure (SMILES): COC(=O)OC.COC(=O)OC.COC(=O)OC.COC(=O)OC.COC(=O)OC.COC(=O)OC.COC(=O)OC.COC(=O)OC.CO.CO.CO.CO
DFT total energy: -3211.89796 Eh

XYZ file:
```
120
Properties=species:S:1:pos:R:3:forces:R:3
C -2.965 -5.519 3.397 -0.17 1.05 1.11
O -3.041 -4.090 3.815 2.56 -1.89 0.63
H -2.187 -5.685 2.640 -0.19 0.14 0.09
H -2.743 -6.152 4.289 -0.12 0.39 -0.64
H -3.943 -5.808 3.012 0.12 0.13 -0.06
H -2.133 -4.010 4.307 -2.10 0.20 -1.18
C 3.020 -0.212 3.255 0.80 0.14 0.22
O 1.691 -0.066 3.694 0.62 0.00 0.24
H 3.697 0.323 3.899 -0.06 0.89 0.36
H 3.438 -1.213 3.391 -0.47 -0.46 -0.57
H 3.164 0.169 2.233 0.00 -0.32 0.10
H 1.219 -0.608 3.071 -0.91 -0.37 -0.43
C 0.627 -4.256 3.496 -0.72 -0.39 0.90
O -0.270 -4.179 4.661 0.59 0.34 -0.40
H 1.617 -4.518 3.821 0.53 0.22 0.14
H 0.304 -5.098 2.889 -0.34 0.00 0.05
H 0.613 -3.364 2.880 0.02 0.28 0.14
H 0.126 -3.628 5.365 -0.14 -0.38 -0.78
C 4.358 1.091 -2.965 -0.29 1.66 0.64
O 3.802 1.370 -4.235 0.18 -0.19 -0.35
H 5.246 0.494 -2.909 0.24 -0.82 -0.46
H 4.635 2.014 -2.421 -0.06 0.03 -0.41
H 3.542 0.700 -2.393 -0.25 -0.76 0.47
H 4.466 1.324 -4.927 0.11 0.06 0.12
C 2.263 3.227 1.954 -0.66 -0.63 0.71
O 1.040 2.432 1.776 0.27 1.10 0.00
C 0.286 2.405 2.882 1.42 -1.24 2.14
O 0.651 2.777 4.005 -1.21 0.07 -2.66
O -0.801 1.670 2.601 0.39 0.94 0.43
C -1.770 1.686 3.674 0.15 0.83 -0.54
H 2.647 3.469 0.966 -0.16 0.01 0.04
H 2.963 2.588 2.508 -0.02 0.40 -0.15
H 1.988 4.106 2.555 0.48 -0.24 -0.42
H -2.304 0.774 3.522 -0.41 -0.60 0.38
H -2.446 2.540 3.491 0.33 -0.38 0.32
H -1.220 1.786 4.612 -0.44 -0.27 -0.03
C -2.018 2.888 -0.037 -0.37 -0.33 0.84
O -2.583 3.327 1.231 -0.69 0.81 -0.71
C -3.773 3.955 1.122 -0.47 -1.73 2.99
O -4.531 3.989 0.207 0.22 0.56 -1.08
O -4.135 4.289 2.426 1.55 -0.33 -1.60
C -5.402 4.860 2.626 -0.81 0.59 -0.24
H -1.772 3.763 -0.580 0.30 0.69 -0.84
H -2.713 2.259 -0.584 -0.11 0.07 0.05
H -1.139 2.317 0.219 0.12 0.00 0.11
H -6.128 4.104 2.950 0.23 0.08 -0.04
H -5.799 5.349 1.718 0.32 -0.23 0.41
H -5.245 5.596 3.414 -0.31 0.00 -0.03
C -0.331 6.134 1.917 -0.01 1.09 0.51
O 1.063 6.267 1.660 -0.45 0.23 -0.53
C 1.462 6.143 0.394 1.20 -0.66 0.17
O 2.603 6.370 0.093 0.07 0.43 0.09
O 0.592 5.570 -0.450 -0.09 0.50 0.35
C 1.279 4.931 -1.548 -0.82 -0.29 0.14
H -0.446 6.058 2.981 0.08 0.08 0.52
H -0.758 5.279 1.484 -0.39 -1.25 -0.74
H -0.848 7.019 1.557 -0.13 0.10 -0.02
H 0.611 4.128 -1.773 -0.43 -0.50 -0.54
H 2.175 4.498 -1.126 0.54 0.24 -0.57
H 1.380 5.568 -2.438 0.35 -0.05 0.63
C 5.436 -5.915 2.965 0.31 -0.91 -0.31
O 4.176 -5.412 2.699 -2.06 0.72 -0.30
C 3.915 -5.053 1.437 2.39 -0.94 -1.20
O 4.599 -5.368 0.452 -1.22 0.35 2.01
O 2.883 -4.258 1.421 -0.52 -0.53 1.18
C 2.556 -3.822 0.133 0.93 0.14 -0.99
H 6.132 -5.236 2.573 1.40 1.00 -0.17
H 5.604 -6.837 2.442 0.02 -0.73 -0.11
H 5.508 -6.043 4.024 0.13 -0.03 0.54
H 2.157 -4.623 -0.478 -0.40 0.09 0.02
H 3.494 -3.520 -0.306 0.12 0.23 -0.62
H 1.960 -2.963 0.268 -1.13 0.65 -0.10
C 3.604 -4.887 -3.811 -0.93 1.35 -0.65
O 2.602 -4.134 -3.055 0.34 -0.68 0.17
C 1.872 -3.171 -3.549 -2.16 1.37 0.78
O 0.970 -2.619 -2.891 2.16 -1.31 -0.96
O 2.141 -2.832 -4.817 -0.32 0.28 0.64
C 1.278 -1.719 -5.201 0.39 -0.52 0.24
H 3.167 -5.305 -4.730 -0.07 -0.20 0.57
H 3.907 -5.606 -3.070 0.51 -0.28 -0.23
H 4.361 -4.180 -4.166 0.23 -0.33 0.47
H 1.495 -1.583 -6.239 0.24 0.55 -0.43
H 1.444 -0.876 -4.524 0.23 0.01 -0.52
H 0.256 -2.021 -5.084 -0.56 -0.15 0.00
C -4.718 -0.506 -0.795 2.11 1.60 1.69
O -3.745 -1.293 -1.510 -1.93 0.33 -0.28
C -4.163 -1.427 -2.789 3.78 -1.44 0.98
O -5.089 -0.944 -3.290 -3.23 1.51 -1.46
O -3.283 -2.136 -3.480 0.07 -0.42 -0.07
C -2.241 -2.863 -2.792 -0.38 0.29 -0.62
H -5.042 -1.025 0.066 -0.37 -1.06 0.80
H -5.585 -0.157 -1.326 0.18 0.03 -0.63
H -4.093 0.321 -0.357 -0.90 -0.31 -0.58
H -1.534 -2.175 -2.312 -0.30 -0.44 0.10
H -1.794 -3.321 -3.655 0.72 -0.49 0.05
H -2.684 -3.638 -2.152 0.31 0.43 0.09
C -3.906 3.310 -3.149 0.17 -0.73 -0.38
O -3.162 2.818 -4.300 0.88 0.22 0.69
C -1.858 2.724 -4.020 0.31 -0.84 -2.22
O -1.266 3.233 -3.107 -0.02 -0.12 0.30
O -1.258 1.979 -5.022 -0.72 1.44 1.02
C 0.184 2.006 -4.945 -0.84 -0.58 0.59
H -3.481 4.239 -2.755 -0.04 -0.42 0.03
H -3.897 2.458 -2.454 -0.21 0.75 0.22
H -4.896 3.469 -3.535 -0.38 0.09 0.04
H 0.410 1.374 -4.084 0.64 -0.13 -0.29
H 0.549 3.000 -4.720 0.09 0.21 -0.27
H 0.524 1.611 -5.901 0.15 0.05 0.29
C 1.045 0.475 -0.560 1.55 -0.96 -0.34
O -0.249 0.076 -0.221 -0.34 1.43 -0.62
C -0.382 -0.677 0.807 -1.01 -2.16 1.32
O 0.472 -1.335 1.394 -0.24 1.06 -0.47
O -1.695 -0.774 1.072 0.91 -0.01 0.39
C -1.943 -1.705 2.121 -0.58 -0.59 1.02
H 1.773 0.251 0.249 -0.53 0.47 -0.56
H 1.053 1.466 -0.941 -0.25 1.27 0.52
H 1.297 -0.071 -1.444 0.50 -0.92 -0.46
H -1.366 -1.491 3.066 -1.08 0.40 -0.78
H -1.570 -2.684 1.878 0.07 -0.46 -0.54
H -3.048 -1.802 2.198 0.93 0.37 0.40
```
Positions in Å, forces in eV/Å.

- The highest DFT total energy belongs to which entry?
  C14H30F6N5O2PReSSb